[1]
{"formula": "C20H21IN3OPRu", "method": "ωB97M-V with the def2-TZVPD basis set", "total_charge": 4, "de_lowest_kcal_mol": 35.68, "spin_multiplicity": 5, "energy_ev": -47527.61991, "symbols": ["Ru", "C", "C", "N", "C", "C", "C", "C", "C", "C", "C", "C", "C", "N", "C", "H", "H", "H", "H", "H", "H", "H", "H", "I", "C", "C", "C", "C", "N", "C", "H", "H", "H", "H", "C", "P", "C", "C", "O", "H", "H", "H", "H", "H", "H", "H", "H", "H"], "positions_angstrom": [[-0.2208, 0.5949, 0.2241], [3.3354, -1.8136, 0.4163], [2.4110, -0.8125, 0.1555], [1.1223, -0.9398, 0.4975], [0.6791, -2.0790, 1.0908], [1.5520, -3.1510, 1.3556], [2.9120, -2.9831, 1.0222], [1.0249, -4.3471, 1.9270], [-0.2997, -4.4606, 2.2100], [-1.2015, -3.3831, 1.9632], [-2.5871, -3.4466, 2.2261], [-3.3805, -2.3583, 1.9489], [-2.7965, -1.2023, 1.4218], [-1.4981, -1.1191, 1.1758], [-0.7033, -2.1830, 1.4210], [4.3683, -1.6695, 0.1316], [2.7099, 0.0924, -0.3599], [3.6181, -3.7771, 1.2357], [1.6944, -5.1771, 2.1122], [-0.6884, -5.3814, 2.6263], [-3.0167, -4.3507, 2.6403], [-4.4452, -2.3762, 2.1375], [-3.4045, -0.3322, 1.2057], [2.0007, 3.7407, 5.2492], [0.9560, 3.3502, 3.4566], [0.2638, 4.3815, 2.8209], [-0.4366, 4.1071, 1.6463], [-0.3922, 2.8143, 1.1801], [0.2924, 1.8288, 1.7859], [0.9613, 2.0592, 2.9111], [0.2554, 5.3901, 3.2206], [-0.9917, 4.8834, 1.1357], [-0.9405, 2.5128, 0.2476], [1.4853, 1.2355, 3.3805], [-0.4930, 0.3817, -4.2499], [-1.7054, 0.3048, -2.9307], [-2.8438, -1.0689, -3.1496], [-2.6664, 1.8281, -2.8104], [-0.9306, 0.1053, -1.5740], [-1.0026, 0.4670, -5.2121], [0.0985, -0.5343, -4.2388], [0.1515, 1.2480, -4.1017], [-3.5189, -0.8193, -3.9712], [-3.4254, -1.2116, -2.2395], [-2.3012, -1.9801, -3.4005], [-3.4113, 1.8536, -3.6082], [-2.0211, 2.7006, -2.9209], [-3.1909, 1.8450, -1.8540]]}


[2]
{"formula": "C7H11NO2", "method": "ωB97M-V with the def2-TZVPD basis set", "total_charge": 0, "de_lowest_kcal_mol": 168.74, "spin_multiplicity": 1, "energy_ev": -13015.96444, "symbols": ["C", "C", "C", "C", "C", "C", "C", "N", "O", "O", "H", "H", "H", "H", "H", "H", "H", "H", "H", "H", "H"], "positions_angstrom": [[3.1627, 1.2407, -0.0464], [2.1912, 1.8676, 0.4342], [3.2668, -0.3729, 0.1469], [-0.6970, -1.8338, 0.5102], [-1.3217, 0.6118, 0.7416], [-0.1171, -0.2524, -1.3722], [-0.1478, -0.4791, 0.1858], [1.0485, -0.2016, 0.9613], [4.2693, -0.9643, -0.0666], [2.1380, -0.9088, 0.4841], [4.0238, 1.5242, -0.6070], [1.5424, 2.6792, 0.4695], [-1.4906, -2.0089, -0.1887], [0.0979, -2.5293, 0.4780], [-1.1245, -1.7403, 1.4595], [-2.3196, 0.1808, 0.3652], [-1.2248, 1.5781, 0.4107], [-1.1785, 0.7753, 1.8478], [0.9098, -0.3273, -1.7671], [-0.6548, -1.0798, -2.0028], [-0.6752, 0.6835, -1.6239]]}


[3]
{"formula": "C5H15N3", "method": "ωB97M-V with the def2-TZVPD basis set", "total_charge": 0, "de_lowest_kcal_mol": 25.54, "spin_multiplicity": 1, "energy_ev": -9898.04366, "symbols": ["H", "N", "C", "N", "C", "C", "C", "C", "H", "H", "H", "H", "H", "H", "H", "H", "H", "H", "H", "N", "H", "H", "H"], "positions_angstrom": [[2.6545, 1.1949, 0.1774], [1.7106, 0.8431, 0.3137], [1.2288, 0.2323, -0.7342], [1.8157, 0.2627, -1.9637], [-0.0240, -0.6027, -0.6560], [-0.7365, -0.6253, 0.7018], [0.0633, -1.4079, 1.7429], [-2.1361, -1.2199, 0.5357], [1.2520, 0.0461, -2.7687], [2.5532, 0.9296, -2.1273], [-0.7112, -0.2322, -1.4204], [0.2565, -1.6289, -0.9269], [-0.8376, 0.4054, 1.0487], [1.0514, -0.9670, 1.8498], [0.1653, -2.4517, 1.4399], [-0.4427, -1.3894, 2.7079], [-2.6553, -1.2476, 1.4932], [-2.7353, -0.6248, -0.1541], [-2.0791, -2.2402, 0.1532], [-0.1511, 2.5612, -0.5185], [0.7512, 2.0474, 0.1120], [0.1309, 3.5063, -0.7774], [-1.1244, 2.6088, -0.2289]]}


[4]
{"formula": "C4H8O2", "method": "ωB97M-V with the def2-TZVPD basis set", "total_charge": 0, "de_lowest_kcal_mol": 76.26, "spin_multiplicity": 1, "energy_ev": -8369.97482, "symbols": ["C", "C", "O", "C", "C", "O", "H", "H", "H", "H", "H", "H", "H", "H"], "positions_angstrom": [[-0.8722, 0.2370, -1.0902], [-0.2297, 0.5371, 0.2001], [0.2173, 1.8455, 0.3950], [-0.1231, -0.4489, 1.3028], [1.0325, -0.6088, 0.3934], [1.0886, -1.5814, -0.5485], [-1.6453, -0.5324, -1.0464], [-0.0611, -0.3329, -1.8268], [-1.1611, 1.1237, -1.6571], [-0.1558, 2.2130, 1.2066], [0.0921, -0.0276, 2.2797], [-0.8383, -1.2637, 1.3055], [1.9300, -0.0181, 0.5582], [0.7261, -1.1424, -1.4725]]}


[5]
{"formula": "C2H5P", "method": "ωB97M-V with the def2-TZVPD basis set", "total_charge": 0, "de_lowest_kcal_mol": 4.84, "spin_multiplicity": 1, "energy_ev": -11442.30249, "symbols": ["C", "P", "C", "H", "H", "H", "H", "H"], "positions_angstrom": [[-0.6918, 0.3428, -1.2808], [-0.5202, 1.0448, 0.2043], [0.4710, -0.2386, 1.0620], [-1.1997, 0.8202, -2.1325], [0.0535, -0.4887, -1.5015], [-0.3531, -0.8655, 1.5122], [1.0483, -0.8069, 0.4077], [1.1920, 0.1919, 1.7286]]}


[6]
{"formula": "C9H16N2O4", "method": "ωB97M-V with the def2-TZVPD basis set", "total_charge": 0, "de_lowest_kcal_mol": 73.45, "spin_multiplicity": 1, "energy_ev": -20760.74339, "symbols": ["C", "C", "O", "C", "N", "C", "O", "N", "C", "C", "C", "C", "C", "O", "O", "H", "H", "H", "H", "H", "H", "H", "H", "H", "H", "H", "H", "H", "H", "H", "H"], "positions_angstrom": [[3.5173, -0.8388, 0.6312], [2.5318, 0.3804, 0.4241], [3.1938, 1.5626, 0.3995], [1.5017, 0.0916, -0.8320], [0.7979, 1.3184, -0.9330], [0.5377, -1.0538, -0.5177], [0.8664, -2.2025, -0.7386], [-0.7294, -0.6977, -0.2077], [-1.4955, -1.8112, 0.2514], [-2.7928, -1.2334, 0.8736], [-3.1490, -0.1100, -0.1169], [-1.7488, 0.3711, -0.6030], [-1.3989, 1.5713, 0.2119], [-0.6266, 1.5842, 1.1824], [-1.8730, 2.6623, -0.3967], [4.4298, -0.5059, 0.1061], [3.5640, -1.0025, 1.6779], [2.9706, -1.7121, 0.0973], [1.8315, 0.3675, 1.3440], [3.7965, 1.3887, -0.3684], [1.8374, -0.3963, -1.8093], [1.3043, 2.0626, -0.3446], [0.6700, 1.5797, -1.8577], [-1.4896, -2.4613, -0.5333], [-1.0458, -2.2985, 1.1272], [-3.5681, -1.9583, 1.1857], [-2.3781, -0.7940, 1.8332], [-3.7759, 0.6568, 0.2494], [-3.6274, -0.5282, -1.0044], [-1.6518, 0.6940, -1.6197], [-2.0002, 3.3133, 0.2880]]}